1.
Molecular formula: C4H5N3O
Method: DFT, ωB97M-V/def2-TZVPD

```
13
Properties=species:S:1:pos:R:3:mulliken_charge:R:1
C 1.0562 -0.8431 0.5768 -0.274
C 1.2962 -0.0793 -0.5817 -0.234
C -0.2733 -0.5385 0.8801 -0.272
C 0.1090 0.5772 -0.9790 -0.294
N -3.5408 -1.2273 -1.2740 0.363
N -0.8279 0.3948 -0.0298 -0.368
N -3.0459 -0.3329 -0.6754 0.010
O -3.2855 -2.0668 -2.0760 -0.400
H 1.7065 -1.6136 1.1830 0.280
H 2.2838 0.0397 -1.1841 0.270
H -0.9110 -1.1862 1.5395 0.292
H 0.0125 1.3035 -1.8691 0.288
H -3.5489 0.3652 -0.0660 0.339
```

Results
Energy above the lowest of the compared OMol25 structures with the same formula, charge and spin (kcal per mole): 193.1
Frontier orbital gap (alpha / beta) (eV): 4.720 / 4.743
HOMO level (alpha / beta) (eV): -7.4 / -7.4

=====

2.
Molecular formula: C5H7BrO
Method: DFT, ωB97M-V/def2-TZVPD

```
14
Properties=species:S:1:pos:R:3:mulliken_charge:R:1
C -1.4664 -1.9268 0.1091 -0.661
C -1.4900 -0.6232 0.0016 0.139
Br -3.1851 0.2722 -0.0809 -0.191
C -0.1667 0.3843 0.0793 0.745
C -0.3645 1.7034 0.1338 -0.995
O 0.8837 -0.4259 -0.1892 -0.316
C 2.1174 0.1862 -0.2825 -0.650
H -2.4300 -2.4985 0.2282 0.247
H -0.5439 -2.4746 0.0611 0.306
H 0.3923 2.3717 0.3333 0.377
H -1.3164 2.0067 0.6036 0.260
H 2.8676 -0.7138 -0.3444 0.221
H 2.2086 0.9703 0.5893 0.271
H 2.4934 0.7683 -1.2422 0.247
```

Results
Energy above the lowest of the compared OMol25 structures with the same formula, charge and spin (kcal per mole): 49.1
SMILES string: C=C(Br)C(=C)OC
Frontier orbital gap (eV): 10.143
HOMO level (eV): -9.3

=====

3.
Molecular formula: H22LiO19P2Zr
Method: DFT, ωB97M-V/def2-TZVPD

```
45
Properties=species:S:1:pos:R:3:mulliken_charge:R:1
Li 0.0132 -1.2764 2.2534 0.715
Zr -0.7243 1.6599 -0.3282 0.726
P 0.7120 -0.4461 0.0095 1.538
O -0.5841 -0.3942 -0.7964 0.171
O 1.3005 0.9339 -0.4482 -0.270
O 1.3127 -1.6740 0.6911 -1.585
O -0.0888 0.3255 1.0965 -0.412
P -3.0006 -1.0906 2.0691 0.428
O -1.7397 -2.0278 1.8713 -0.646
O -2.9519 0.1545 3.0018 -0.897
O -4.0187 -2.2355 2.0654 -0.791
O -3.1733 -0.9046 0.5126 -0.447
O -1.9058 -2.4733 -1.6005 -0.597
H -2.1046 -2.7173 -2.5101 0.237
H -1.6293 -1.5463 -1.6492 0.181
O -1.0529 1.6129 -2.6281 -0.325
H -0.5912 2.0011 -3.3800 0.175
H -1.8773 1.2688 -2.9950 0.217
O -2.0744 1.9757 1.4853 -0.280
H -2.4623 2.7728 1.8553 0.209
H -2.3591 1.2415 2.1034 0.308
O -0.3876 -3.6842 0.2088 -0.542
H 0.1650 -4.4698 0.2642 0.268
H 0.2207 -2.9480 0.3762 0.440
O -2.8677 0.9518 -0.7227 -0.442
H -2.9977 0.0350 -0.2735 0.293
H -3.7523 1.3229 -0.7846 0.157
O 2.9750 -3.3987 -0.4143 -0.716
H 2.3294 -2.7969 -0.0029 0.506
H 2.5709 -3.6524 -1.2473 0.310
O 3.0445 -0.1985 -2.7505 -0.672
H 2.5328 -0.7607 -3.3380 0.319
H 2.3915 0.1930 -2.1594 0.235
O 3.7065 -0.7888 1.7486 -0.763
H 3.3141 -0.6127 2.6085 0.338
H 3.0348 -1.2939 1.2730 0.425
O 0.2911 3.0059 1.1621 -0.394
H 0.5535 2.5388 1.9676 0.273
H 0.7720 3.8375 1.1914 0.241
O 0.4286 3.3814 -1.4328 -0.213
H 0.7334 4.2693 -1.2089 0.176
H 0.5997 3.2963 -2.3814 0.127
O 3.1267 1.9020 1.2241 -0.688
H 3.4026 1.0879 1.6551 0.382
H 2.8123 1.6223 0.3575 0.283
```

Results
Frontier orbital gap (eV): 2.004
HOMO level (eV): -1.7
Charge: -1

=====

4.
Molecular formula: C14H20FeN6O2S2
Method: DFT, ωB97M-V/def2-TZVPD

```
45
Properties=species:S:1:pos:R:3:mulliken_charge:R:1
Fe 0.2771 0.3257 0.5630 -0.447
C -4.0456 -1.9546 3.1731 -0.837
S -3.8323 -0.2919 2.5156 0.044
C -2.1863 -0.3313 2.0052 0.622
S -1.6163 1.1587 1.2696 -0.407
N -1.4675 -1.3970 2.1594 -0.958
N -0.2051 -1.2070 1.6539 0.861
C 0.6486 -2.1603 1.7525 -0.154
C 1.9346 -1.9104 1.1062 0.675
C 2.9075 -2.8790 0.9711 -0.909
C 4.0657 -2.5511 0.2723 -0.246
C 4.1925 -1.2884 -0.2632 -0.916
C 3.1458 -0.3832 -0.1110 0.001
N 2.0404 -0.6925 0.5497 0.233
H -5.0755 -1.9969 3.5210 0.353
H -3.3647 -2.1293 4.0015 0.286
H -3.8861 -2.6917 2.3912 0.285
H 0.3969 -3.1311 2.1645 0.424
H 2.7709 -3.8595 1.4047 0.417
H 4.8509 -3.2844 0.1493 0.442
H 5.0753 -0.9985 -0.8142 0.408
H 3.1820 0.6068 -0.5476 0.553
C 1.0781 3.5153 2.1530 -1.002
N 0.3341 3.8504 0.9452 0.237
C -0.7865 4.7641 1.1580 -1.201
C 0.4663 3.0872 -0.1523 0.542
O 1.0463 1.9394 -0.0600 -0.394
N 0.0506 3.5111 -1.3450 0.122
C -0.0724 4.9188 -1.7081 -1.176
C -0.0443 2.5757 -2.4655 -0.833
H 1.2933 4.4390 2.6877 0.420
H 2.0142 3.0279 1.8987 0.259
H 0.4893 2.8618 2.8025 0.294
H -1.2752 4.4853 2.0923 0.418
H -1.5169 4.6701 0.3609 0.415
H -0.4498 5.7986 1.2315 0.330
H 0.3890 5.5524 -0.9575 0.390
H -1.1148 5.2083 -1.8425 0.345
H 0.4525 5.0697 -2.6513 0.397
H -0.1353 1.5545 -2.1110 0.145
H 0.8390 2.6581 -3.1013 0.338
H -0.9269 2.8337 -3.0493 0.391
O -2.4020 -1.5231 -1.2800 -0.486
C -1.3373 -1.0621 -1.1344 0.813
N -0.2130 -0.6330 -0.9955 -0.495
```

Results
⟨S²⟩: 1.03
Energy above the lowest of the compared OMol25 structures with the same formula, charge and spin (kcal per mole): 0.0
2S+1: 2
Frontier orbital gap (alpha / beta) (eV): 6.915 / 7.529
HOMO level (alpha / beta) (eV): -11.6 / -11.6
Charge: +1

=====

5.
Molecular formula: C4H13NO3
Method: DFT, ωB97M-V/def2-TZVPD

```
21
Properties=species:S:1:pos:R:3:mulliken_charge:R:1
C 1.7192 -1.8917 -1.2556 -0.276
N 0.8814 -1.8708 -0.3250 -0.410
C -0.4316 -1.4715 -0.5748 0.639
C -1.5003 -2.2268 -0.2996 -0.956
C -0.6477 -0.0735 -1.1035 -0.960
H 2.7422 -2.1802 -1.0404 0.269
H 1.5139 -1.6274 -2.2866 0.242
H -1.5072 -3.0832 0.3642 0.300
H -2.4646 -1.9473 -0.7014 0.277
H -0.0878 0.6235 -0.4704 0.249
H -1.6883 0.1947 -1.2120 0.344
H -0.1192 0.1663 -2.0372 0.313
O 0.3059 2.5557 1.0366 -0.601
H -0.0800 2.5858 1.9218 0.296
H 1.0092 3.2093 1.1493 0.302
O -0.2950 0.0257 3.6365 -0.650
H 0.3104 -0.6837 3.3850 0.327
H -0.8129 0.1031 2.8240 0.314
O 0.0075 2.9613 -1.8875 -0.614
H 0.6773 3.2666 -1.2675 0.279
H -0.8196 3.1979 -1.4542 0.319
```

Results
Energy above the lowest of the compared OMol25 structures with the same formula, charge and spin (kcal per mole): 63.1
SMILES string: C=NC(=C)C.O.O.O
Frontier orbital gap (eV): 8.937
HOMO level (eV): -8.6

=====

6.
Molecular formula: C46H40BClIN2O13PS
Method: DFT, ωB97M-V/def2-TZVPD

```
106
Properties=species:S:1:pos:R:3:mulliken_charge:R:1
H -3.8370 -4.3321 1.5433 0.198
N -4.1223 -4.4014 0.5676 -0.717
C -3.1159 -4.3094 -0.1866 0.889
C -1.7065 -4.1222 0.3118 -0.280
C -3.2615 -4.3933 -1.6967 -2.016
C -3.6704 -3.0723 -2.3133 -0.421
C -5.0339 -2.7083 -2.3362 -0.012
P -6.3683 -3.8660 -1.7583 0.316
O -6.7740 -4.4629 -3.2324 -0.494
Cl -7.9113 -2.4631 -1.4959 -0.319
C -5.4054 -1.4735 -2.8547 0.481
C -4.4829 -0.5839 -3.4018 0.088
C -5.0152 0.7358 -3.9193 -0.951
C -5.6776 1.5312 -2.7729 -0.870
C -4.7392 1.7910 -1.6087 -0.326
S -5.7698 2.2581 -0.1560 -0.273
C -3.1416 -0.9641 -3.4329 0.635
C -2.7406 -2.1997 -2.8695 0.272
C -1.2730 -2.5328 -2.9513 -0.233
O -0.8672 -3.6446 -3.1391 -0.599
C -0.3314 -1.3860 -2.8632 -0.137
C -0.7500 -0.1831 -3.4357 0.588
C 0.0704 0.9363 -3.4687 -0.532
C 1.3389 0.8426 -2.9059 -0.140
I 2.5668 2.5402 -3.0511 0.202
C 1.7722 -0.3428 -2.3032 0.365
O 3.0001 -0.5256 -1.7216 -0.576
C 3.3107 0.2355 -0.5294 -0.450
C 2.1277 0.6179 0.3259 -0.918
C 0.9400 -1.4695 -2.2983 0.073
B 1.5823 -2.7658 -1.6316 0.924
N 1.3249 -3.0813 -0.2190 -0.504
O 2.4122 -3.5680 -2.3585 -0.674
C -2.0951 -0.1132 -4.0585 -0.527
O -2.2853 0.5772 -5.0265 -0.615
H -1.6838 -4.3040 1.3803 -0.031
H -1.4048 -3.1102 0.0593 0.000
H -1.0657 -4.8267 -0.2101 0.346
H -4.0507 -5.1181 -1.8917 0.700
H -2.3594 -4.7947 -2.1338 0.605
H -6.3688 -3.9777 -3.9627 0.381
H -6.4484 -1.2011 -2.8653 0.489
H -4.2416 1.3434 -4.3588 0.449
H -5.7924 0.5228 -4.6489 0.364
H -5.9631 2.4984 -3.1841 0.492
H -6.5874 1.0434 -2.4382 0.462
H -4.0724 2.6252 -1.7933 0.409
H -4.1706 0.9162 -1.3111 0.177
H -4.9341 1.8974 0.8247 0.125
H -0.2463 1.8512 -3.9375 0.627
H 3.9572 -0.4155 0.0553 0.178
H 3.9095 1.0949 -0.8124 0.470
H 1.5488 1.4319 -0.0976 0.237
H 1.5030 -0.2366 0.5657 0.122
H 2.5292 1.0046 1.2610 0.482
H 0.5550 -2.4945 0.0885 0.093
H 2.1206 -2.7809 0.3424 0.302
H 3.2157 -3.7466 -1.8491 0.313
O 4.6694 -4.1139 -0.5847 -0.658
C 5.8415 -4.0726 -0.9104 0.621
C 6.5601 -5.2999 -1.3250 -0.410
C 7.8413 -5.2597 -1.6798 -0.399
C 8.6027 -3.9841 -1.6764 0.307
O 9.7682 -3.9463 -2.0004 -0.533
C 7.8777 -2.7555 -1.2609 -0.457
C 6.5968 -2.7980 -0.9065 -0.151
H 5.9850 -6.2169 -1.3210 0.440
H 8.3876 -6.1425 -1.9861 0.409
H 8.4496 -1.8365 -1.2665 0.429
H 6.0478 -1.9159 -0.6040 0.325
O 0.5368 -7.5933 7.1740 -0.537
C -0.0068 -6.8854 6.3556 0.312
C -0.7802 -5.6854 6.7665 -0.380
C -1.3780 -4.9087 5.8675 -0.392
C -1.2959 -5.2086 4.4172 0.392
O -1.8392 -4.4984 3.5965 -0.499
C -0.5242 -6.4065 4.0043 -0.244
C 0.0739 -7.1834 4.9028 -0.428
H -0.8262 -5.4863 7.8295 0.397
H -1.9472 -4.0304 6.1436 0.425
H -0.4784 -6.6050 2.9409 0.475
H 0.6427 -8.0616 4.6254 0.412
O 2.7309 9.5154 -1.2509 -0.550
C 2.4243 8.3848 -0.9401 0.247
C 2.8996 7.2158 -1.7240 -0.537
C 2.5615 5.9752 -1.3842 0.017
C 1.6989 5.7062 -0.2047 0.332
O 1.3971 4.5732 0.1073 -0.508
C 1.2246 6.8741 0.5800 -0.274
C 1.5611 8.1142 0.2366 -0.234
H 3.5274 7.4350 -2.5784 0.423
H 2.8905 5.1053 -1.9407 0.003
H 0.5933 6.6635 1.4308 0.495
H 1.2211 8.9788 0.7927 0.480
O -0.4927 8.1347 2.8852 -0.530
C -0.0082 8.5037 3.9362 0.556
C 1.4585 8.6635 4.0986 -0.076
C 1.9841 9.0659 5.2521 -0.441
C 1.1261 9.3731 6.4254 0.275
O 1.6057 9.7405 7.4746 -0.533
C -0.3410 9.2121 6.2610 -0.406
C -0.8659 8.8098 5.1070 -0.424
H 2.0673 8.4346 3.2329 0.342
H 3.0502 9.1889 5.3937 0.422
H -0.9479 9.4402 7.1278 0.402
H -1.9318 8.6861 4.9643 0.423
```

Results
SMILES string: [H]/N=C(\C)Cc1c(P(O)Cl)cc(CCCS)c2c1C(=O)c1c(cc(I)c(OCC)c1B(N)O)C2=O.O=C1C=CC(=O)C=C1.O=C1C=CC(=O)C=C1.O=C1C=CC(=O)C=C1.O=C1C=CC(=O)C=C1
Frontier orbital gap (eV): 6.887
HOMO level (eV): -8.9

=====

Molar mass, respectively: 111.10, 163.01, 486.27, 424.33, 123.15, 1065.04 g mol⁻¹.